Entry 1:
The following is a quantum chemistry calculation of a 4-piece molecular cluster, C2H13NO4 overall in a non-equilibrium geometry, from the OMol25 dataset.

## Properties
Spin multiplicity: 1
Net charge: 0
Energy relative to the best compared isomer or geometry (same formula, charge and spin) in kcal per mole: 47.2
SMILES string: CNCO.O.O.O
Frontier orbital gap in eV: 9.557

Last column: Mulliken charge in e.
Atoms and positions in Å:
C -1.3133 -2.5975 0.2438  -0.687
N -1.1273 -1.6367 1.3400  -0.261
C -1.0201 -0.2900 0.9575  -0.495
O -2.0709 0.1770 0.0335  -0.487
H -0.9097 -2.1762 -0.7342  0.253
H -0.8092 -3.5150 0.5527  0.284
H -2.4250 -2.7948 0.0289  0.211
H -1.7781 -1.8332 2.0617  0.261
H -0.0776 0.0000 0.4944  0.274
H -1.2209 0.3798 1.8297  0.352
H -2.9095 0.2107 0.6282  0.294
O 1.6043 2.1141 0.2524  -0.649
H 1.6625 2.3801 -0.7704  0.336
H 1.8513 3.0342 0.5330  0.320
O -1.1571 1.2250 -2.7055  -0.658
H -0.3276 1.1387 -2.0916  0.291
H -1.8948 1.1119 -2.0175  0.352
O 4.9855 1.2306 0.0028  -0.614
H 4.0680 1.0193 0.1985  0.321
H 4.8694 0.8221 -0.8379  0.301

Entry 2:
The following is a quantum chemistry calculation of a 5-piece molecular cluster, C2H13NO5 overall in a non-equilibrium geometry, from the OMol25 dataset.

## Properties
Spin multiplicity: 1
Net charge: 0
Energy relative to the best compared isomer or geometry (same formula, charge and spin) in kcal per mole: 52.6
SMILES string: NCC=O.O.O.O.O
Frontier orbital gap in eV: 10.231

Last column: Mulliken charge in e.
Atoms and positions in Å:
N 1.3571 0.9511 -0.5928  -0.472
C 2.6088 0.2859 -1.0413  -0.500
C 3.6173 0.0049 0.0472  -0.006
O 3.7629 0.7386 0.9998  -0.468
H 1.0841 0.7743 0.3675  0.238
H 1.5628 1.9311 -0.7306  0.230
H 3.0146 0.9042 -1.8183  0.358
H 2.3215 -0.7029 -1.3943  0.247
H 4.3587 -0.7964 -0.0296  0.398
O -1.2574 -1.3241 -0.7260  -0.620
H -1.7536 -0.5373 -0.9975  0.432
H -0.4183 -0.8768 -0.5564  0.208
O -0.5191 -0.6471 2.1908  -0.586
H -1.1186 -0.2074 2.8030  0.310
H 0.2843 -0.7314 2.7059  0.303
O -2.1600 1.4733 -0.6868  -0.650
H -2.2756 2.3594 -0.3348  0.294
H -1.3206 1.2267 -0.2731  0.271
O -4.4293 -2.0132 -0.0898  -0.622
H -3.6277 -1.4608 -0.0194  0.316
H -5.0918 -1.3520 0.1766  0.318

Please write out number 1 again, unchanged.
The following is a quantum chemistry calculation of a 4-piece molecular cluster, C2H13NO4 overall in a non-equilibrium geometry, from the OMol25 dataset.

## Properties
Spin multiplicity: 1
Net charge: 0
Energy relative to the best compared isomer or geometry (same formula, charge and spin) in kcal per mole: 47.2
SMILES string: CNCO.O.O.O
Frontier orbital gap in eV: 9.557

Last column: Mulliken charge in e.
Atoms and positions in Å:
C -1.3133 -2.5975 0.2438  -0.687
N -1.1273 -1.6367 1.3400  -0.261
C -1.0201 -0.2900 0.9575  -0.495
O -2.0709 0.1770 0.0335  -0.487
H -0.9097 -2.1762 -0.7342  0.253
H -0.8092 -3.5150 0.5527  0.284
H -2.4250 -2.7948 0.0289  0.211
H -1.7781 -1.8332 2.0617  0.261
H -0.0776 0.0000 0.4944  0.274
H -1.2209 0.3798 1.8297  0.352
H -2.9095 0.2107 0.6282  0.294
O 1.6043 2.1141 0.2524  -0.649
H 1.6625 2.3801 -0.7704  0.336
H 1.8513 3.0342 0.5330  0.320
O -1.1571 1.2250 -2.7055  -0.658
H -0.3276 1.1387 -2.0916  0.291
H -1.8948 1.1119 -2.0175  0.352
O 4.9855 1.2306 0.0028  -0.614
H 4.0680 1.0193 0.1985  0.321
H 4.8694 0.8221 -0.8379  0.301